Entry from the Open Molecules 2025 dataset: a cluster of 9 separate species, C37H62N5O20 in total in a non-equilibrium geometry (ωB97M-V/def2-TZVPD).

Cartesian coordinates (Å):
C: 18.35804 -13.53979 15.83886
C: 16.94684 -13.84280 15.29911
O: 16.55038 -13.43384 14.17246
O: 16.15845 -14.62593 15.92456
H: 18.96646 -14.42108 15.63573
H: 18.31022 -13.39565 16.91822
H: 18.84780 -12.67027 15.40052
C: 18.72766 -7.53445 17.28586
N: 20.08231 -7.03899 17.10539
O: 21.07701 -7.71601 17.25693
O: 20.13679 -5.87736 16.70739
H: 18.75150 -8.22823 18.12621
H: 18.47998 -7.96884 16.31732
H: 18.11793 -6.65230 17.48113
C: 23.61019 -15.94190 19.81899
C: 23.31814 -17.42377 20.12454
C: 21.95132 -17.89648 20.48528
O: 21.95114 -19.20207 21.14545
C: 22.37455 -19.14356 22.53610
N: 23.72790 -18.05105 18.90801
H: 23.14881 -15.49066 18.94057
H: 24.68070 -15.74640 19.75667
H: 23.35192 -15.28228 20.64741
H: 23.98811 -17.75579 20.91764
H: 21.27188 -17.92690 19.63349
H: 21.49409 -17.10884 21.08415
H: 21.53775 -18.93032 23.20123
H: 23.16800 -18.40559 22.65418
H: 22.68672 -20.16240 22.76551
H: 24.71411 -17.89649 18.75438
H: 23.67021 -19.01343 19.20901
C: 16.01235 -8.91091 28.02105
C: 15.40395 -8.52735 26.69169
C: 15.26045 -9.63271 25.68802
O: 16.49923 -9.92434 25.10503
C: 16.53867 -11.23740 24.55249
N: 14.11123 -8.04625 27.08264
H: 16.33512 -8.11138 28.68788
H: 17.01098 -9.30554 27.83366
H: 15.32519 -9.59811 28.51468
H: 15.92896 -7.64296 26.33068
H: 14.39926 -9.42486 25.05301
H: 14.95325 -10.48374 26.29586
H: 17.50779 -11.33750 24.06374
H: 15.96625 -11.37415 23.63503
H: 16.55912 -12.03337 25.29688
H: 13.70259 -7.56712 26.29300
H: 13.54016 -8.87573 27.00555
C: 13.51336 -17.18241 6.19174
C: 13.08119 -17.31528 7.65753
C: 14.23721 -17.97697 8.48177
O: 13.78946 -18.13789 9.79190
C: 14.73004 -18.75070 10.62993
N: 12.74621 -16.00909 8.19941
H: 14.14717 -18.00964 5.87224
H: 14.08689 -16.27368 6.00907
H: 12.65602 -17.06961 5.52815
H: 12.18644 -17.92802 7.76739
H: 15.12671 -17.36978 8.31380
H: 14.34222 -18.98847 8.08943
H: 15.15871 -19.66459 10.21866
H: 14.25815 -19.08605 11.55349
H: 15.61830 -18.16550 10.86791
H: 13.61916 -15.56258 7.95713
H: 12.16971 -15.64199 7.45578
C: 6.42636 -8.45189 9.51455
C: 7.64147 -9.32255 10.02633
C: 8.69875 -8.58045 10.84106
O: 9.85024 -9.29202 11.07935
C: 10.91034 -8.43157 11.44055
N: 7.16666 -10.42217 10.79890
H: 6.15217 -7.78157 10.32916
H: 5.58197 -9.07414 9.21806
H: 6.66864 -7.71849 8.74544
H: 7.99880 -9.87917 9.15996
H: 8.19024 -8.09545 11.67430
H: 8.95992 -7.74421 10.19252
H: 11.19977 -7.71044 10.67616
H: 11.82548 -8.83981 11.86945
H: 10.64117 -7.79050 12.28000
H: 6.76030 -10.04875 11.64479
H: 6.35845 -10.78832 10.31638
C: 16.04247 -22.98850 21.64441
C: 15.91833 -23.25327 23.03703
C: 15.79012 -22.13331 24.02335
O: 15.75868 -22.20221 25.21560
C: 15.71715 -20.77032 23.30604
C: 15.69813 -20.57249 21.91326
C: 16.06416 -21.71038 20.96934
O: 16.28876 -21.61703 19.74789
O: 15.59047 -19.38086 21.31182
O: 15.93451 -24.47790 23.55110
H: 16.20524 -23.87843 21.05457
H: 15.58900 -19.89802 23.92978
H: 15.78311 -19.41423 20.37195
H: 15.76597 -24.47635 24.49620
C: 24.18742 -13.73918 9.78066
C: 23.27946 -13.52802 8.78456
C: 22.12765 -14.48958 8.56290
O: 21.43524 -14.34694 7.55493
C: 21.86236 -15.32073 9.70545
C: 22.71509 -15.43160 10.78203
C: 24.03993 -14.70198 10.87470
O: 24.95065 -14.87835 11.72835
O: 22.47271 -16.32066 11.73304
O: 23.34136 -12.50759 7.85483
H: 24.91376 -12.96135 9.96455
H: 20.92937 -15.85647 9.79988
H: 23.17292 -16.25316 12.38629
H: 22.78356 -12.69771 7.09699
C: 19.42547 -7.29144 7.98937
C: 18.71000 -8.40880 8.20012
C: 17.80570 -9.02507 7.19628
O: 16.98105 -9.90777 7.37988
C: 17.98986 -8.35827 5.90796
C: 18.71877 -7.25460 5.67160
C: 19.38779 -6.55144 6.76668
O: 19.96426 -5.48562 6.62920
O: 18.92704 -6.89486 4.35206
O: 18.68378 -9.05139 9.45559
H: 20.06037 -7.03379 8.82419
H: 17.68772 -8.97141 5.07180
H: 19.49689 -6.12262 4.32910
H: 17.99438 -9.71928 9.43959

Values from the calculation:
F_max = 4.56 eV/Å
Total charge = -1
Gap between HOMO and LUMO = 2.82 eV
Highest occupied orbital energy = -0.12201 Ha
E_tot = -87763.6560 eV

Entry from the Open Molecules 2025 dataset: a structure of composition C37H62N5O7P3Sr (ωB97M-V/def2-TZVPD).

Cartesian coordinates (Å):
Sr: -1.21166 -0.26667 -0.84045
C: 3.28603 3.47461 -2.15624
C: 1.91156 2.86804 -1.88542
C: 1.39129 3.39432 -0.54460
P: 1.78505 1.00578 -1.85020
C: 1.91119 0.46123 -3.62983
C: 2.20069 -1.04077 -3.65001
C: 2.76269 1.21456 -4.64961
C: 3.31230 0.48577 -1.00618
C: 4.55685 0.53552 -1.63973
C: 5.73760 0.14266 -1.03304
C: 7.06121 0.24548 -1.74292
C: 5.64325 -0.32938 0.27482
C: 4.43431 -0.39042 0.93346
C: 3.22174 0.01370 0.32877
N: 2.00375 -0.13741 0.94497
C: 1.87979 -0.02373 2.28310
C: 2.68560 0.79404 3.12115
C: 2.31993 1.06869 4.42936
C: 1.15138 0.54913 4.98938
C: 0.75815 0.83554 6.41691
C: 0.41411 -0.34763 4.20662
C: 0.76828 -0.67621 2.90674
P: -0.17515 -1.77503 1.79895
C: -1.48647 -2.61521 2.80741
C: -2.64835 -1.66878 3.12615
C: -1.04432 -3.43542 4.01860
C: 0.93681 -3.21490 1.37695
C: 1.28702 -3.21336 -0.11254
C: 2.18015 -3.35038 2.24834
H: 3.22055 4.56656 -2.15759
H: 3.70466 3.16458 -3.11091
H: 3.98956 3.18149 -1.37502
H: 1.20990 3.16911 -2.67208
H: 2.09164 3.09889 0.24656
H: 0.40958 2.97682 -0.31300
H: 1.33344 4.48717 -0.55046
H: 0.86940 0.58026 -3.94365
H: 3.21603 -1.25484 -3.31217
H: 2.08494 -1.43268 -4.66251
H: 1.50603 -1.58266 -3.00391
H: 3.83251 1.12566 -4.46104
H: 2.50683 2.27348 -4.69183
H: 2.57813 0.79547 -5.64229
H: 4.60593 0.90586 -2.65552
H: 6.93795 0.16116 -2.82333
H: 7.74390 -0.54222 -1.42167
H: 7.54922 1.20268 -1.54151
H: 6.53884 -0.66855 0.78581
H: 4.41031 -0.78390 1.94215
H: 3.57656 1.25024 2.70824
H: 2.94729 1.72127 5.02879
H: 1.32115 1.67962 6.81630
H: 0.95404 -0.02312 7.06377
H: -0.30489 1.06856 6.50400
H: -0.46039 -0.80393 4.65202
H: -1.86871 -3.31221 2.05005
H: -2.42250 -0.97975 3.94089
H: -3.52833 -2.24403 3.42374
H: -2.91737 -1.06473 2.25577
H: -0.60355 -2.81339 4.79720
H: -0.30740 -4.19122 3.74557
H: -1.90254 -3.95243 4.45537
H: 0.29077 -4.08131 1.55901
H: 1.89013 -2.34146 -0.36765
H: 0.38267 -3.21141 -0.72906
H: 1.85224 -4.11188 -0.37188
H: 2.86763 -2.52720 2.05898
H: 2.70345 -4.28120 2.01538
H: 1.93609 -3.34913 3.31159
C: -6.05828 0.05482 2.45083
C: -6.98652 0.39956 1.29243
C: -6.48682 -0.11718 -0.07383
C: -7.50601 0.24569 -1.17180
C: -7.08710 -0.21208 -2.56430
C: -6.40857 -1.62881 0.00521
O: -7.37155 -2.32317 0.23535
N: -5.16713 -2.18694 -0.19459
C: -4.01223 -1.47798 -0.45992
O: -2.95216 -2.09897 -0.60382
N: -4.02671 -0.12749 -0.55987
C: -5.15656 0.55441 -0.39434
O: -5.18857 1.79967 -0.49943
H: -6.46803 0.43034 3.38881
H: -5.07535 0.51229 2.32467
H: -5.93893 -1.02660 2.55636
H: -7.09216 1.48155 1.20562
H: -7.97773 -0.02770 1.45254
H: -7.63320 1.32826 -1.15028
H: -8.45596 -0.21291 -0.89449
H: -6.13003 0.22616 -2.85661
H: -7.82819 0.08495 -3.30610
H: -6.99190 -1.29897 -2.61454
H: -5.08880 -3.19268 -0.14275
O: -1.28995 -0.71752 -3.34551
C: -1.79573 0.39723 -3.59044
O: -1.77895 1.38770 -2.79678
H: -2.31155 0.53076 -4.55771
N: -3.08736 3.17450 -0.98973
C: -2.60477 3.87052 0.23691
P: -2.21859 2.59073 1.52097
O: -3.42524 2.26416 2.30141
O: -1.39278 1.59526 0.73387
C: -0.94432 3.29239 2.68025
N: 0.31278 2.49857 2.52583
H: -2.38535 2.56410 -1.43196
H: -3.35536 3.84405 -1.70625
H: -3.97981 2.53269 -0.79182
H: -3.39728 4.52863 0.58824
H: -1.72313 4.46179 -0.01456
H: -1.33375 3.14713 3.68519
H: -0.73819 4.35067 2.53541
H: 1.11241 3.04338 2.21193
H: 0.14119 1.78010 1.79280
H: 0.60577 2.00444 3.38551

Values from the calculation:
F_max = 0.39 eV/Å
Total charge = 0
Gap between HOMO and LUMO = 6.24 eV
Highest occupied orbital energy = -0.23078 Ha
E_tot = -89869.8601 eV

Entry from the Open Molecules 2025 dataset: a cluster of 6 separate species, C37H64N6O3Si in total in a non-equilibrium geometry (ωB97M-V/def2-TZVPD).

Cartesian coordinates (Å):
C: -6.35858 4.64871 -1.97096
Si: -5.04149 6.07019 -1.91953
C: -5.94921 7.74566 -2.31770
C: -3.63215 5.85186 -3.19233
C: -2.74591 4.51553 -2.99795
C: -3.36536 3.21987 -3.76094
C: -2.95227 1.84286 -3.00746
C: -3.41869 1.78805 -1.47432
C: -3.49254 0.29882 -0.85759
C: -2.08362 -0.10873 -0.14747
C: -2.05528 0.25185 1.41318
O: -1.60681 1.61614 1.70491
C: -0.17095 1.65382 1.78160
O: 0.46410 1.73278 0.71092
O: 0.38282 1.54348 3.08721
N: 1.57990 2.19330 3.20421
C: -4.47179 6.20636 -0.09803
C: -4.08930 7.55114 0.62039
C: -3.67153 7.62446 2.12553
C: -3.63566 6.30802 2.97624
C: -3.99470 4.96697 2.25998
C: -4.41164 4.88716 0.75363
H: -6.81905 4.62438 -0.91336
H: -5.86675 3.66291 -2.26026
H: -7.15923 4.99856 -2.72157
H: -6.81149 7.79842 -1.54642
H: -5.26461 8.65201 -2.18047
H: -6.36105 7.62475 -3.37603
H: -2.95721 6.78577 -3.30656
H: -4.14423 5.73938 -4.22868
H: -2.52332 4.32234 -1.89206
H: -1.73063 4.70611 -3.52204
H: -2.86444 3.15728 -4.79717
H: -4.48723 3.29901 -3.95128
H: -1.80604 1.76173 -3.06744
H: -3.38168 0.95469 -3.58519
H: -2.62043 2.36159 -0.86284
H: -4.42225 2.30310 -1.29771
H: -4.27607 0.33597 -0.00928
H: -3.84750 -0.49583 -1.59391
H: -1.96829 -1.26534 -0.22406
H: -1.24905 0.38547 -0.76121
H: -3.08787 0.09044 1.88982
H: -1.33686 -0.46934 1.95261
H: 2.26645 1.89373 2.49993
H: 1.47475 3.21448 3.25153
H: -4.10954 8.55046 0.05717
H: -3.42318 8.60656 2.66197
H: -3.36848 6.30566 4.09604
H: -3.98757 4.00818 2.87907
H: -4.68953 3.87379 0.31624
C: -0.32665 -5.53304 -0.88519
C: 0.01338 -4.64787 -2.07866
C: -0.55146 -3.23162 -1.94922
C: -2.04976 -3.28501 -1.85505
N: -3.22802 -3.32801 -1.78158
H: -1.40607 -5.67524 -0.78284
H: 0.12042 -6.52253 -1.00726
H: 0.05377 -5.10022 0.04432
H: -0.37002 -5.11809 -2.99007
H: 1.10111 -4.59014 -2.17973
H: -0.27019 -2.63370 -2.81989
H: -0.15400 -2.73976 -1.05705
C: 2.03105 -7.87161 3.68671
C: 1.39476 -8.51988 2.46191
C: 2.26816 -8.41012 1.20961
C: 2.49967 -6.96495 0.87106
N: 2.68055 -5.82876 0.60474
H: 2.17614 -6.79861 3.54512
H: 1.38774 -7.99910 4.56113
H: 3.00200 -8.32348 3.90967
H: 0.42199 -8.05230 2.27785
H: 1.20818 -9.57677 2.67490
H: 1.77695 -8.89961 0.36458
H: 3.23310 -8.89851 1.37023
C: 6.30525 -3.87813 1.22572
C: 6.12589 -2.95744 2.42821
C: 6.27924 -3.68681 3.76459
C: 5.24160 -4.76659 3.87828
N: 4.42507 -5.61514 3.96768
H: 5.54334 -4.66188 1.20079
H: 6.21638 -3.31041 0.29630
H: 7.29028 -4.35506 1.24050
H: 5.13766 -2.48977 2.37233
H: 6.86580 -2.15354 2.37429
H: 6.15601 -2.98406 4.59247
H: 7.27258 -4.13471 3.84567
C: 8.79866 -5.15044 8.36902
C: 8.16107 -5.79697 7.14376
C: 9.03194 -5.68465 5.89022
C: 9.26093 -4.23839 5.55456
N: 9.43823 -3.10097 5.28978
H: 8.94265 -4.07596 8.22888
H: 8.15679 -5.27995 9.24374
H: 9.77045 -5.60228 8.59007
H: 7.18777 -5.32978 6.96200
H: 7.97570 -6.85402 7.35531
H: 8.53934 -6.17320 5.04522
H: 9.99766 -6.17250 6.04784
C: -2.89900 6.65249 -8.72750
C: -1.94880 6.11964 -7.66031
C: -1.87099 4.59137 -7.64167
C: -3.22642 4.01426 -7.35034
N: -4.30770 3.55740 -7.12678
H: -3.92717 6.32629 -8.55080
H: -2.90043 7.74524 -8.72311
H: -2.59747 6.31653 -9.72433
H: -2.27360 6.48613 -6.68105
H: -0.94879 6.52531 -7.83999
H: -1.16937 4.25993 -6.87157
H: -1.52031 4.21237 -8.60547

Values from the calculation:
F_max = 5.13 eV/Å
Total charge = 0
Gap between HOMO and LUMO = 9.03 eV
Highest occupied orbital energy = -0.31264 Ha
E_tot = -62359.4388 eV

Entry from the Open Molecules 2025 dataset: a structure of composition C37H65N5O3P2S4Zr in a non-equilibrium geometry (ωB97M-V/def2-TZVPD).

Cartesian coordinates (Å):
Zr: -0.56006 0.31104 -0.28072
C: -2.61313 -3.06654 2.09610
C: -1.63101 -2.00269 1.71341
N: -1.86269 -1.23272 0.67228
N: -3.13057 -1.42744 0.14654
C: -3.38712 -1.05217 -1.05588
S: -2.22276 -0.40959 -2.16504
S: -4.99110 -1.26865 -1.68853
C: -5.73333 -2.35173 -0.43058
C: -5.42054 -3.82642 -0.57504
C: -6.20437 -4.73024 0.13981
C: -5.97654 -6.09378 0.05064
C: -4.96065 -6.57879 -0.76029
C: -4.16509 -5.68798 -1.46221
C: -4.39081 -4.32077 -1.36695
C: -0.43497 -1.86130 2.52652
C: -0.39009 -2.42653 3.81362
C: 0.75236 -2.39037 4.57819
C: 1.90809 -1.81160 4.05878
C: 1.88108 -1.21861 2.81469
C: 0.71193 -1.19670 2.05016
O: 0.71813 -0.57822 0.86879
H: -3.20974 -3.36147 1.23899
H: -3.29860 -2.69225 2.86211
H: -2.08837 -3.93262 2.49136
H: -6.80565 -2.17977 -0.52155
H: -5.39898 -1.97769 0.53513
H: -7.00554 -4.36026 0.76962
H: -6.59753 -6.77848 0.61285
H: -4.79461 -7.64396 -0.84947
H: -3.36812 -6.05854 -2.09431
H: -3.76871 -3.63918 -1.93249
H: -1.28477 -2.86779 4.22965
H: 0.75465 -2.82367 5.56832
H: 2.82220 -1.80994 4.63713
H: 2.77077 -0.75586 2.40505
N: 2.38847 0.19423 -5.47296
C: 1.52752 0.84447 -4.39638
C: 0.61352 -0.17367 -3.75019
C: 1.32237 -1.27201 -2.92530
N: 0.50646 -1.55898 -1.72494
C: 2.72408 -0.83181 -2.47675
C: 2.77253 0.65803 -2.14309
N: 1.84556 0.89364 -1.01364
C: 2.41286 1.54029 -3.36035
H: 1.81238 -0.34555 -6.12214
H: 3.06703 -0.43508 -5.04446
H: 2.89593 0.89642 -6.01336
H: 0.90973 1.58057 -4.91271
H: -0.07380 -0.60993 -4.47854
H: 0.00629 0.42202 -3.07368
H: 1.41898 -2.17742 -3.53428
H: 0.96589 -2.26461 -1.15504
H: -0.38214 -1.95649 -2.02774
H: 3.48021 -1.08079 -3.22735
H: 3.00128 -1.39822 -1.58416
H: 3.79329 0.90901 -1.84265
H: 1.83789 1.88835 -0.79099
H: 2.21155 0.41567 -0.19419
H: 3.32491 1.91814 -3.83003
H: 1.86054 2.40654 -2.99742
C: -3.12801 1.01743 -5.71175
C: -2.91362 2.41869 -5.16740
C: -2.31987 3.34925 -6.20891
O: -1.99953 2.31672 -4.04509
P: -2.28462 3.06321 -2.64581
S: -3.98118 2.73018 -1.75173
S: -0.54100 2.55905 -1.68089
O: -2.19697 4.60647 -3.00460
C: -1.16967 5.57366 -2.69535
C: -0.06021 5.49957 -3.73021
C: -1.84578 6.92817 -2.65166
H: -3.95216 1.01863 -6.42368
H: -3.36559 0.32862 -4.90125
H: -2.22627 0.67304 -6.22696
H: -3.86185 2.82660 -4.80794
H: -1.35406 2.96873 -6.55038
H: -2.17959 4.34843 -5.80017
H: -2.99147 3.41313 -7.06461
H: -0.75956 5.32954 -1.70968
H: -0.44959 5.74185 -4.71931
H: 0.36196 4.49273 -3.75398
H: 0.72934 6.20929 -3.48361
H: -2.34382 7.12923 -3.60005
H: -1.10663 7.70862 -2.47314
H: -2.59216 6.95793 -1.85926
C: 1.61967 2.29915 3.39259
C: 0.09331 2.44295 3.45790
C: -0.48709 1.39763 4.40988
P: -0.50371 2.41277 1.68087
C: -0.21339 4.20549 1.16590
C: -0.35439 5.23682 2.28724
C: 1.13528 4.44124 0.47053
C: -2.39135 2.33115 1.64637
C: -3.16451 3.58521 2.04412
C: -2.93122 1.12924 2.44038
H: 2.04231 2.34183 4.39731
H: 2.08213 3.09329 2.80628
H: 1.88972 1.33875 2.95660
H: -0.14717 3.42557 3.85808
H: -0.46253 0.39054 3.99682
H: -1.50628 1.63894 4.70369
H: 0.11864 1.38675 5.31805
H: -1.00295 4.37346 0.42927
H: 0.54316 5.26505 2.90696
H: -1.21928 5.07375 2.92548
H: -0.46143 6.22625 1.83930
H: 1.97358 4.19132 1.12107
H: 1.22352 5.50087 0.22347
H: 1.21768 3.88061 -0.45763
H: -2.59676 2.16516 0.57063
H: -2.99499 3.83981 3.09075
H: -4.22811 3.38237 1.91014
H: -2.91344 4.43806 1.41608
H: -3.29261 1.45925 3.41355
H: -2.17598 0.37022 2.61622
H: -3.77251 0.66798 1.92117

Values from the calculation:
F_max = 2.18 eV/Å
Total charge = +2
Gap between HOMO and LUMO = 6.68 eV
Highest occupied orbital energy = -0.45346 Ha
E_tot = -116209.9983 eV

Question: Among the records above, which one has the lowest F_max?
Answer: C37H62N5O7P3Sr